# 1
{"formula": "C6H16N2O", "method": "ωB97M-V/def2-TZVPD", "elements": ["H", "N", "H", "H", "H", "O", "H", "C", "C", "C", "H", "H", "H", "H", "H", "H", "N", "H", "H", "C", "H", "H", "C", "C", "H"], "positions_angstrom": [[3.02, 0.31, -1.56], [0.44, -0.38, -2.02], [0.94, -2.51, -0.48], [-2.43, -0.64, 2.45], [-2.36, 1.78, -0.16], [-1.80, -0.86, -0.20], [-0.75, 2.27, 0.37], [-1.30, 1.52, -0.19], [1.17, -0.51, -0.78], [-1.09, 0.15, 0.37], [-2.54, -0.50, -0.70], [-1.10, 0.21, 3.31], [-0.25, -1.12, -2.11], [0.20, -1.17, 1.46], [2.82, 0.48, 0.19], [1.05, -0.47, -2.84], [1.69, -1.82, -0.48], [2.42, -2.11, -1.13], [1.89, 1.51, -0.92], [2.28, 0.51, -0.76], [-2.32, 1.17, 2.46], [0.68, 0.61, 1.44], [0.09, -0.19, 1.03], [-1.77, 0.23, 2.46], [-0.98, 1.54, -1.23]], "mulliken_charge": [0.435, -0.510, 0.204, 0.305, 0.510, -0.436, 0.338, -1.674, 0.651, 1.132, 0.369, 0.366, 0.233, 0.382, 0.394, 0.259, -0.653, 0.255, 0.332, -1.716, 0.346, 0.434, -1.264, -1.118, 0.425], "total_charge": 0, "energy_ev": -11505.0182, "homo_energy_ev": -6.5}


# 2
{"formula": "C6H16N3", "method": "ωB97M-V/def2-TZVPD", "elements": ["H", "H", "H", "H", "C", "C", "N", "H", "H", "H", "C", "H", "C", "H", "H", "H", "C", "N", "N", "H", "H", "H", "C", "H", "H"], "positions_angstrom": [[-1.28, 0.98, -1.77], [-3.68, 1.42, -0.94], [3.91, 1.21, 1.39], [-3.54, -0.07, -1.90], [-3.56, 0.27, -0.89], [2.02, 0.00, -0.97], [2.56, 0.92, -0.16], [1.87, 0.34, -1.90], [-4.45, -0.26, -0.52], [1.60, -1.63, 0.14], [2.12, -1.46, -0.79], [1.54, -1.87, -1.61], [3.13, 0.54, 1.12], [-1.83, -1.20, 1.46], [2.39, 0.66, 1.95], [2.41, 1.91, -0.58], [-1.23, 0.45, -0.79], [-2.35, 0.04, -0.19], [0.02, 0.21, -0.40], [3.03, -1.94, -0.62], [3.61, -0.43, 1.20], [-2.02, 0.60, 1.70], [-2.45, -0.24, 1.25], [0.01, -0.40, 0.49], [-3.43, -0.30, 1.71]], "mulliken_charge": [0.377, 0.363, 0.354, 0.372, -1.004, 0.052, -0.089, 0.549, 0.327, 0.439, -1.320, 0.297, -0.765, 0.274, 0.298, 0.313, -0.032, 0.062, -0.355, 0.385, 0.269, 0.405, -1.013, 0.079, 0.364], "total_charge": 1, "energy_ev": -10943.4043, "homo_energy_ev": -12.6}


# 3
{"formula": "C6H16N3O", "method": "ωB97M-V/def2-TZVPD", "elements": ["H", "H", "H", "N", "H", "H", "C", "H", "H", "H", "C", "H", "H", "O", "C", "H", "C", "H", "H", "H", "H", "C", "N", "C", "H", "N"], "positions_angstrom": [[-0.90, -2.67, -0.33], [-2.53, 0.29, 1.51], [0.52, 0.66, -1.40], [1.35, -1.75, -1.63], [0.79, 0.81, 1.69], [2.25, 0.43, 0.63], [-1.49, 0.35, 1.29], [-0.45, -2.01, 1.22], [1.89, 2.68, -0.32], [-3.16, -0.45, -0.71], [-1.19, -0.57, 0.11], [-0.86, -0.12, 2.15], [0.44, 2.85, 0.58], [2.56, -0.99, 0.12], [0.61, 0.15, -0.41], [2.02, 2.93, 1.37], [1.41, 2.41, 0.64], [-1.23, 1.38, 1.12], [2.05, -2.50, -1.91], [-1.93, -0.93, -1.91], [0.41, -1.62, -2.00], [1.57, -0.95, -0.58], [-0.99, -1.90, 0.41], [-2.17, -0.29, -1.07], [-2.14, 0.81, -1.25], [1.20, 0.98, 0.69]], "mulliken_charge": [0.313, 0.448, 0.324, -0.346, 0.386, 0.494, -1.536, 0.220, 0.357, 0.461, 0.838, 0.371, 0.369, -0.636, -0.440, 0.364, -0.956, 0.241, 0.294, 0.350, 0.205, 0.543, -0.395, -1.425, 0.356, -0.203], "total_charge": 1, "energy_ev": -12991.5920, "homo_energy_ev": -12.9}


# 4
{"formula": "C6H16N4", "method": "ωB97M-V/def2-TZVPD", "elements": ["H", "C", "H", "C", "H", "N", "H", "H", "C", "C", "H", "H", "C", "C", "H", "H", "N", "H", "N", "H", "H", "H", "H", "H", "H", "N"], "positions_angstrom": [[-0.14, -1.52, -2.09], [0.22, -1.26, -0.21], [-3.07, -0.05, -0.33], [1.57, 0.95, -1.58], [2.56, 0.58, -1.84], [-1.12, -0.58, 0.25], [-2.50, -1.59, -1.00], [1.91, 0.07, 1.63], [-1.58, -0.97, 1.58], [-0.21, 1.25, 0.23], [-2.15, -1.89, 1.54], [3.10, 0.11, 0.33], [-2.21, -0.58, -0.73], [2.22, 0.60, 0.73], [0.69, -1.67, 0.68], [-0.69, 1.66, -0.66], [1.13, 0.58, -0.24], [2.48, 1.62, 1.01], [0.37, -1.93, -1.31], [-0.74, -1.10, 2.27], [1.54, 2.03, -1.74], [-1.87, -0.07, -1.64], [0.15, 1.51, 2.11], [-2.22, -0.19, 2.00], [0.92, 0.51, -2.34], [-0.35, 1.92, 1.33]], "mulliken_charge": [0.232, 0.099, 0.359, -1.030, 0.313, 0.366, 0.384, 0.389, -1.182, 0.039, 0.379, 0.347, -1.257, -1.254, 0.321, 0.382, 0.401, 0.399, -0.861, 0.360, 0.352, 0.397, 0.220, 0.381, 0.326, -0.861], "smiles": "[H]/N=C\\N(C)C.[H]/N=C\\N(C)C", "total_charge": 0, "energy_ev": -12438.3868, "homo_energy_ev": -8.1}


# 5
{"formula": "C6H16N5", "method": "ωB97M-V/def2-TZVPD", "elements": ["H", "H", "H", "N", "H", "H", "N", "H", "H", "H", "N", "H", "H", "C", "H", "N", "C", "H", "C", "H", "H", "C", "C", "N", "H", "H", "C"], "positions_angstrom": [[3.33, 1.84, 1.01], [2.16, -2.15, -1.37], [-3.13, -0.38, -0.59], [1.46, 1.70, 0.47], [-1.75, 0.94, 1.96], [1.90, 0.80, -1.57], [0.61, -1.15, -0.42], [-0.15, -3.02, -0.01], [2.42, 0.74, 1.86], [-2.52, -0.74, 1.66], [-1.11, 0.31, -0.76], [-0.93, -1.71, 0.86], [0.57, 1.79, -1.62], [0.22, 0.08, -0.56], [1.49, 2.73, 0.49], [2.62, 1.14, 0.94], [-0.48, -2.03, -0.10], [-2.55, 1.49, -1.82], [1.98, -1.57, -0.51], [-3.61, 0.63, 1.64], [2.31, -2.07, 0.43], [-2.57, 0.29, 1.37], [1.09, 1.17, -0.93], [-2.01, 1.40, -0.91], [2.56, -0.70, -0.64], [-1.43, -1.82, -0.77], [-2.46, 0.29, -0.10]], "mulliken_charge": [0.226, 0.350, 0.476, -0.170, 0.244, 0.389, 0.136, 0.386, 0.213, 0.402, 0.113, 0.229, 0.428, 1.259, 0.267, -0.496, -0.924, 0.300, -1.034, 0.346, 0.341, -1.112, -1.358, -0.715, 0.438, 0.314, -0.046], "smiles": "C[C@H]1NN1C(CNN)=[N+](C)C", "total_charge": 1, "energy_ev": -13921.1011, "homo_energy_ev": -12.9}


# 6
{"formula": "C6H16NO", "method": "ωB97M-V/def2-TZVPD", "elements": ["N", "H", "H", "C", "H", "H", "H", "C", "H", "O", "H", "H", "C", "H", "H", "H", "H", "C", "H", "C", "H", "H", "H", "C"], "positions_angstrom": [[-0.98, 0.56, -0.58], [-1.73, -1.72, 1.00], [1.45, 0.62, -1.61], [1.16, -1.90, 1.17], [-0.94, -0.46, -0.38], [-1.28, -0.54, -2.87], [1.67, 0.53, 1.39], [-1.10, -1.32, 1.95], [0.75, 2.08, -1.80], [-0.56, -0.15, -3.41], [2.09, 1.84, -0.53], [-0.08, 2.46, 0.15], [1.26, 1.50, -1.04], [0.07, 0.96, 2.16], [-0.97, 0.71, -1.66], [1.03, -2.86, 1.61], [2.15, -1.72, 0.77], [0.21, 1.32, 0.03], [-0.60, 0.29, -4.21], [0.21, -0.98, 1.40], [-1.86, 0.90, -0.18], [-1.11, -2.13, 2.74], [-1.47, -0.49, 2.58], [0.62, 0.51, 1.32]], "mulliken_charge": [-0.290, 0.321, 0.421, -1.141, 0.366, 0.326, 0.564, -1.048, 0.420, -0.641, 0.484, 0.292, -1.673, 0.297, 0.327, 0.335, 0.323, 0.225, 0.308, 0.545, 0.377, 0.419, 0.292, -0.852], "total_charge": 1, "energy_ev": -10010.3988, "homo_energy_ev": -13.2}


# 7
{"formula": "C6H16NO", "method": "ωB97M-V/def2-TZVPD", "elements": ["C", "H", "H", "H", "H", "C", "C", "O", "H", "H", "H", "H", "C", "H", "H", "H", "C", "H", "C", "H", "H", "N", "H", "H"], "positions_angstrom": [[-0.92, 1.39, -2.30], [1.20, 0.38, -0.94], [-1.69, -1.34, -0.55], [-1.40, -0.07, 1.60], [0.43, 1.68, 0.32], [2.02, -0.36, 1.29], [0.32, 0.76, -0.22], [1.95, -0.75, 2.65], [0.48, -1.31, 0.14], [-1.98, 1.52, -2.59], [-0.56, -1.31, 2.40], [-2.24, -0.72, -1.99], [-0.95, 0.60, -1.08], [-1.64, 0.94, -0.40], [2.58, -1.15, 0.70], [2.41, 0.64, 1.39], [-1.32, -0.84, -1.38], [0.06, 0.24, 2.72], [0.61, -0.43, 0.72], [2.57, -1.48, 2.97], [-0.51, 2.35, -2.34], [-0.42, -0.37, 1.92], [-0.56, -1.33, -1.89], [-0.42, 0.95, -3.15]], "mulliken_charge": [-1.749, 0.303, 0.429, 0.348, 0.417, -0.523, -0.967, -0.596, 0.462, 0.383, 0.370, 0.446, 0.825, 0.251, 0.376, 0.292, -1.659, 0.422, -0.024, 0.338, 0.470, -0.406, 0.400, 0.393], "smiles": "CC(C)C[C@H]([NH3+])CO", "total_charge": 1, "energy_ev": -10010.8880, "homo_energy_ev": -14.7}


# 8
{"formula": "C6H16NO2", "method": "ωB97M-V/def2-TZVPD", "elements": ["H", "N", "C", "H", "H", "H", "C", "H", "H", "O", "C", "C", "H", "H", "H", "H", "C", "H", "C", "H", "H", "H", "O", "H", "H"], "positions_angstrom": [[0.04, -1.04, 2.06], [0.90, -0.67, 2.45], [1.94, -0.66, 1.37], [0.71, 0.29, 2.74], [1.91, -1.55, -1.08], [-0.37, 1.76, -2.42], [-0.17, -1.23, -1.49], [-0.63, -1.61, -0.56], [1.86, 1.01, -0.03], [-1.34, 1.69, -0.67], [1.31, 0.08, 0.15], [-1.25, -0.25, -2.05], [2.85, -0.12, 1.63], [-0.17, -2.13, -2.10], [1.62, -0.12, -1.99], [-1.74, 0.98, 1.15], [1.22, -0.71, -1.16], [0.37, 0.53, 0.45], [-0.95, 1.17, -1.69], [1.28, -1.18, 3.25], [-1.93, 1.13, 2.66], [2.20, -1.64, 1.01], [-1.51, 0.56, 2.01], [-1.37, -0.36, -3.13], [-2.20, -0.54, -1.61]], "mulliken_charge": [0.294, -0.223, -0.829, 0.364, 0.440, 0.396, -0.536, 0.211, 0.370, -0.544, -0.077, -0.580, 0.360, 0.417, 0.374, 0.361, -1.034, 0.067, 0.012, 0.366, 0.318, 0.436, -0.625, 0.344, 0.319], "total_charge": 1, "energy_ev": -12059.8758, "homo_energy_ev": -13.4}